P) {
  "formula": "C4H6N2O2",
  "method": "wB97M-V/def2-TZVPD",
  "species": ["C", "N", "O", "C", "C", "O", "C", "N", "H", "H", "H", "H", "H", "H"],
  "positions_angstrom": [[-0.13585, -1.91104, -0.29404], [0.21036, -0.64749, 0.25497], [0.17151, 0.06459, 1.50624], [0.18354, 0.75920, 0.29273], [1.35860, 1.59801, -0.09649], [-1.01197, 1.18336, -0.25581], [-1.97924, 0.27405, 0.10430], [-3.05386, -0.04698, 0.37572], [-1.18594, -1.94398, -0.59238], [0.49685, -2.06116, -1.16882], [0.04243, -2.68870, 0.44636], [2.27441, 1.09959, 0.20958], [1.27147, 2.56776, 0.39065], [1.35769, 1.75278, -1.17302]],
  "nbo_charge": [-0.410, -0.263, -0.353, 0.632, -0.653, -0.469, 0.508, -0.348, 0.188, 0.220, 0.232, 0.248, 0.233, 0.236],
  "smiles": "CN1O[C@]1(C)OC#N",
  "total_charge": 0
}

=====

Q) {
  "formula": "C4H6N2O2",
  "method": "wB97M-V/def2-TZVPD",
  "species": ["H", "N", "C", "N", "O", "O", "C", "C", "C", "H", "H", "H", "H", "H"],
  "positions_angstrom": [[-2.05988, 1.56319, 0.37050], [-1.16376, 1.33628, -0.15362], [-0.80699, 0.11144, -0.23434], [-1.79548, -1.02119, -0.22962], [-3.07801, -0.48665, 0.22637], [0.38754, -0.43931, -0.52763], [1.32235, 0.63444, -0.08383], [2.45974, -0.09102, -0.12451], [3.41096, -0.75651, 0.05342], [-1.64821, -1.73197, 0.36835], [-3.43275, -0.75139, -0.73200], [1.08920, 1.73271, -0.56296], [0.85722, 0.97136, 1.09821], [4.45807, -1.07138, 0.53165]],
  "nbo_charge": [0.404, -0.783, 0.674, -0.378, -0.590, -0.483, -0.183, -0.098, -0.181, 0.357, 0.494, 0.280, 0.220, 0.265],
  "smiles": "[H]/N=C(\\NO)OCC#C",
  "total_charge": 0
}

=====

Which structure loses on stability? Q) does.

=====

P) {
  "formula": "C4H6N2O2",
  "method": "wB97M-V/def2-TZVPD",
  "species": ["C", "N", "N", "C", "C", "O", "O", "C", "H", "H", "H", "H", "H", "H"],
  "positions_angstrom": [[0.14005, 2.56772, 0.70402], [-0.33790, 1.42392, 0.66612], [0.50940, 0.56483, -0.04989], [0.06986, -0.56015, -0.31325], [0.73193, -1.23429, -1.45805], [1.85956, -0.46950, -1.54050], [-0.90983, -1.37810, 0.25864], [-1.74553, -0.87976, 1.29972], [0.00161, 3.41931, 1.36379], [1.28429, 2.74362, 0.32301], [0.56593, -2.31510, -2.09308], [-0.96905, -0.96460, 2.19005], [-2.12639, 0.15223, 1.19808], [-2.73272, -1.53692, 1.56480]],
  "nbo_charge": [-0.042, -0.309, -0.317, 0.466, 0.284, -0.460, -0.510, -0.277, 0.196, 0.144, 0.219, 0.185, 0.224, 0.198],
  "smiles": "C=N/N=C(/C=O)OC",
  "total_charge": 0
}

=====

Q) {
  "formula": "C4H6N2O2",
  "method": "wB97M-V/def2-TZVPD",
  "species": ["C", "C", "C", "C", "H", "H", "H", "H", "H", "H", "N", "N", "O", "O"],
  "positions_angstrom": [[0.78890, 1.11937, -1.73303], [0.54387, -0.29481, -0.82853], [0.28174, -0.74629, 2.01893], [-1.12474, -0.18029, 2.32431], [1.96481, 1.60470, -2.19355], [-0.95410, 0.74769, -0.83162], [1.02206, 0.05828, 1.84364], [1.11781, -1.76536, 2.15197], [-1.25101, 0.82502, 2.59567], [-2.05701, -0.97378, 2.64308], [-0.39305, 0.32983, 0.04024], [-0.88131, -0.68036, 1.02474], [-0.39844, 1.57206, -2.26978], [1.16586, -1.25089, -0.77449]],
  "nbo_charge": [0.263, 0.646, -0.306, -0.240, 0.202, 0.443, 0.201, 0.247, 0.216, 0.221, -0.543, -0.260, -0.579, -0.511],
  "total_charge": 0
}

=====

R) {
  "formula": "C4H6N2O2",
  "method": "wB97M-V/def2-TZVPD",
  "species": ["O", "C", "O", "C", "N", "N", "C", "C", "H", "H", "H", "H", "H", "H"],
  "positions_angstrom": [[-2.44957, 1.27833, 0.22176], [-2.66965, 0.23287, -0.37917], [-2.24261, -1.02695, 0.06486], [-0.88500, -1.16513, 0.50952], [-0.14466, -0.52432, -0.24151], [1.17796, -0.63747, 0.15588], [2.19197, 0.05468, -0.61790], [1.48099, 0.82736, 0.56132], [-3.34043, 0.06317, -1.44224], [-0.49167, -1.77615, 1.26578], [1.70762, 0.41252, -1.53911], [3.34573, -0.26235, -0.58061], [0.57864, 1.45032, 0.17334], [1.74069, 1.07311, 1.84809]],
  "nbo_charge": [-0.548, 0.663, -0.547, 0.356, -0.302, -0.324, -0.255, -0.307, 0.148, 0.201, 0.213, 0.240, 0.228, 0.233],
  "smiles": "O=CO/C=N/N1CC1",
  "total_charge": 0
}

=====

Which structure loses on stability? Q) does.

=====

P) {
  "formula": "C4H6N2O2",
  "method": "wB97M-V/def2-TZVPD",
  "species": ["H", "N", "C", "O", "C", "O", "N", "C", "C", "H", "H", "H", "H", "H"],
  "positions_angstrom": [[-1.21796, 1.90686, 0.11811], [-0.15123, 2.03788, -0.11282], [0.34439, 0.87970, -0.01282], [1.66720, 0.61274, -0.13232], [1.87992, -0.73033, 0.13395], [0.59670, -1.32086, -0.12074], [-0.24440, -0.33863, 0.43065], [-1.45892, -0.64500, -0.29181], [-2.66548, -0.29891, 0.13831], [2.27280, -0.77534, 1.13175], [2.60301, -1.16944, -0.61522], [-1.30512, -1.03220, -1.31759], [-3.57833, -0.48683, -0.49079], [-2.71561, 0.09434, 1.16772]],
  "nbo_charge": [0.353, -0.669, 0.640, -0.483, 0.211, -0.377, -0.214, -0.039, -0.421, 0.163, 0.185, 0.209, 0.228, 0.214],
  "smiles": "[H]/N=C1/OCON1C=C",
  "total_charge": 0
}

=====

Q) {
  "formula": "C4H6N2O2",
  "method": "wB97M-V/def2-TZVPD",
  "species": ["C", "N", "C", "C", "N", "C", "O", "O", "H", "H", "H", "H", "H", "H"],
  "positions_angstrom": [[-0.47520, -0.21335, -2.61170], [-0.30234, -1.18407, -1.56501], [-0.35345, -0.63708, -0.35039], [-1.24109, -0.38095, 0.63362], [-0.68388, 0.40950, 1.59740], [0.53054, 0.61634, 1.19814], [1.50400, 1.23109, 1.85004], [0.83192, 0.06135, 0.03216], [-0.65315, -0.69685, -3.56765], [-1.29705, 0.44088, -2.38683], [0.34992, 0.44713, -2.76728], [-0.83234, -2.05063, -1.69673], [-2.31674, -0.63043, 0.71228], [2.20078, 1.26263, 1.20386]],
  "nbo_charge": [-0.405, -0.636, 0.353, -0.125, -0.526, 0.746, -0.628, -0.463, 0.203, 0.178, 0.198, 0.396, 0.218, 0.490],
  "smiles": "CNc1cnc(O)o1",
  "total_charge": 0
}

=====

Which structure loses on stability? P) does.

=====

P) {
  "formula": "C4H6N2O2",
  "method": "wB97M-V/def2-TZVPD",
  "species": ["H", "N", "C", "C", "C", "N", "O", "C", "O", "H", "H", "H", "H", "H"],
  "positions_angstrom": [[-0.26501, 1.91476, 1.68537], [-0.25999, 2.08253, 0.67407], [-0.29521, 1.01269, 0.02279], [0.02089, 0.59827, -1.35482], [0.36810, -0.54374, -0.41738], [1.64959, -0.83616, -0.05874], [-0.53057, -1.53355, -0.17423], [-1.36347, -0.83251, 0.82845], [-1.10358, -0.73559, 1.99507], [0.83315, 1.10555, -1.87482], [-0.83155, 0.37867, -1.99246], [2.34014, -0.10403, -0.12009], [1.80838, -1.73153, 0.38368], [-2.37087, -0.77536, 0.40311]],
  "nbo_charge": [0.349, -0.596, 0.170, -0.542, 0.503, -0.817, -0.560, 0.601, -0.557, 0.225, 0.248, 0.406, 0.420, 0.149],
  "smiles": "[H]/N=C1/C[C@]1(N)OC=O",
  "total_charge": 0
}

=====

Q) {
  "formula": "C4H6N2O2",
  "method": "wB97M-V/def2-TZVPD",
  "species": ["C", "N", "O", "C", "C", "N", "O", "C", "H", "H", "H", "H", "H", "H"],
  "positions_angstrom": [[2.41148, -1.55555, 0.48207], [1.12256, -1.23878, 0.12854], [1.05819, 0.24213, 0.00446], [-0.36773, 0.39531, 0.11571], [-0.73977, 1.80980, 0.52566], [-1.03126, 2.77415, 1.26702], [-1.22868, 0.03971, -0.92832], [-1.38770, -1.31695, -1.15110], [3.24253, -0.97998, 0.10990], [2.99771, -2.47594, 0.81782], [-0.81422, -0.28192, 0.78916], [-1.49116, -2.08700, -0.26792], [-0.52323, -1.59096, -1.72263], [-2.18448, -1.58216, -1.93844]],
  "nbo_charge": [-0.105, -0.141, -0.386, 0.278, 0.248, -0.276, -0.516, -0.275, 0.181, 0.219, 0.204, 0.185, 0.180, 0.203],
  "smiles": "C=NO[C@@H](C#N)OC",
  "total_charge": 0
}

=====

Which structure loses on stability? Q) does.